13
Properties=species:S:1:pos:R:3:forces:R:3:mulliken_charge:R:1 method="wB97M-V/def2-TZVPD" total_charge=+1 spin_multiplicity=3 homo_energy_ev="-9.473 / -15.780" relative_energy_kj_mol=39.62
C 1.935 0.720 -0.727 1.93 1.69 -4.89 -0.4790
H -2.506 -1.239 0.053 0.08 -0.81 -0.05 0.2300
C -1.227 0.845 0.194 -0.71 2.71 -1.00 -0.6949
H 1.518 0.795 -1.736 -0.11 -0.35 0.46 0.2505
H -1.197 1.609 0.954 -0.45 0.05 0.73 0.5054
N 1.219 0.336 0.243 -4.82 -2.42 3.93 -0.0942
H -0.502 -0.748 -0.658 1.59 -0.50 0.18 0.4230
H -0.316 -0.796 1.091 0.26 -0.48 0.63 0.3518
Se -3.144 0.060 -0.003 0.42 0.81 0.34 0.3286
C -0.154 -0.176 0.235 -0.17 -0.61 -1.77 -0.7621
H -1.247 1.462 -0.751 0.27 -0.68 0.57 0.3961
H 1.539 0.172 1.174 1.03 0.44 0.24 0.2329
H 2.836 1.269 -0.626 0.68 0.16 0.63 0.3120

---

20
Properties=species:S:1:pos:R:3:forces:R:3:mulliken_charge:R:1 method="wB97M-V/def2-TZVPD" homo_energy_ev="-8.024 / -8.084" relative_energy_kj_mol=436.64
C -0.662 -0.738 0.349 -1.13 1.78 0.39 0.1490
H -0.117 0.753 1.687 -0.91 0.73 -0.60 0.2135
H 2.631 -1.237 1.667 -0.09 -0.35 -0.73 0.3854
C -1.049 0.527 1.111 0.24 -1.07 -0.89 -0.3716
H 0.258 -2.373 1.339 0.48 0.85 -0.36 0.2918
O -1.006 -0.723 -1.012 0.79 0.66 -0.84 -0.4178
C 1.754 -0.652 1.390 -1.72 1.42 2.03 -1.1242
H -1.804 0.323 1.877 -0.28 0.21 -0.22 0.3297
H 2.070 0.291 0.805 -0.61 -1.59 0.82 0.2714
H -1.477 2.567 0.568 0.33 -0.65 -1.32 0.2998
C -1.463 1.579 0.030 1.10 -0.17 1.37 -0.4287
H 1.428 -0.302 2.511 0.52 -0.51 -2.72 0.2777
O 0.790 0.969 -3.569 0.82 0.86 -1.08 -0.5278
H -2.367 1.426 -0.535 -0.80 -0.33 0.67 0.3241
H 0.152 -1.018 -3.083 0.61 1.41 -0.44 0.2123
H 0.912 -1.880 -0.254 -0.07 -0.06 0.61 0.3142
O -0.460 1.502 -1.013 0.78 0.43 -0.66 -0.3617
C 0.528 -1.475 0.709 2.64 -1.26 0.23 -0.2839
C -0.387 0.337 -1.693 -1.97 0.46 3.86 0.5394
C 0.268 0.124 -2.884 -0.72 -2.82 -0.10 -0.0926

---

88
Properties=species:S:1:pos:R:3:forces:R:3:mulliken_charge:R:1 method="wB97M-V/def2-TZVPD" spin_multiplicity=2 homo_energy_ev="-6.902 / -6.816" relative_energy_kj_mol=25.01
H 2.403 4.938 -1.321 -0.01 0.03 0.03 0.2817
H -1.407 -1.063 -5.493 0.01 0.00 0.00 0.4282
H 3.064 4.527 1.737 -0.01 0.01 -0.01 0.3002
C 3.519 -2.107 -3.751 0.05 -0.06 -0.03 -0.5295
H 4.555 0.863 0.266 0.01 0.01 0.03 0.1689
C 4.437 -2.282 -1.557 -0.02 0.02 -0.01 -0.9712
H 0.437 4.875 2.132 -0.02 -0.01 0.01 0.3058
C -5.850 -1.584 0.430 0.02 0.01 0.01 -0.7402
C -4.473 -1.475 0.288 0.01 -0.06 0.00 -0.1740
C 2.585 -0.970 2.467 0.04 -0.06 -0.09 -0.9693
H -0.242 1.526 2.878 0.03 0.01 -0.04 0.6284
I -2.669 -3.811 6.084 -0.01 -0.02 0.02 0.0353
H 4.089 0.941 -1.431 -0.02 0.04 -0.01 0.1873
H -1.979 -3.205 -1.071 0.00 0.00 0.01 0.0513
C -1.561 -0.874 4.856 -0.01 -0.03 -0.05 -0.9092
H -1.472 4.928 -1.727 0.00 0.01 -0.01 0.3722
C 4.575 -2.482 -2.908 -0.04 0.03 -0.04 -1.0515
C -6.686 -0.704 -0.242 0.01 0.01 -0.01 -0.4776
H 5.329 2.040 -0.802 0.03 -0.03 -0.01 0.4765
C -1.507 -2.914 -4.411 -0.01 0.02 -0.02 -0.5188
H 5.092 -2.188 1.014 -0.01 0.01 0.00 0.1585
O -0.138 -2.415 0.567 0.17 -0.06 0.07 -0.2729
H 3.605 -2.265 -4.820 0.00 0.01 -0.01 0.4536
O 1.113 -0.771 -1.454 -0.23 0.10 -0.02 0.6065
H -1.907 -5.302 3.540 0.00 0.00 0.00 0.3733
C -1.947 -1.368 -2.185 -0.24 0.02 0.04 0.6186
C 3.202 -1.493 0.430 0.01 -0.15 -0.01 -0.2820
C -1.149 0.370 4.478 0.03 -0.04 -0.14 -1.2928
C -4.782 0.401 -1.215 -0.01 -0.02 0.05 -0.3065
C -1.771 -0.744 -3.407 0.06 0.00 0.02 -0.0245
H -4.340 1.175 -1.830 0.02 0.00 -0.01 0.4464
C 0.210 5.137 1.097 0.03 0.02 -0.01 -1.1957
H 0.196 4.458 -2.090 -0.02 0.01 0.00 0.2891
C -0.648 -2.720 1.708 -0.08 0.11 0.00 -0.0678
N -0.454 -0.432 2.340 0.12 -0.14 0.05 0.9925
C 3.839 -1.464 2.569 -0.01 0.01 -0.05 -1.1326
N 2.196 -0.994 1.139 0.81 0.04 0.50 1.5556
H -1.988 -1.041 5.835 0.00 0.00 0.01 0.1727
C -1.046 -4.006 2.069 -0.06 0.04 0.05 -0.1209
C 2.208 -1.321 -1.853 0.08 -0.12 0.13 0.5560
C -1.553 -1.531 -4.528 0.00 -0.03 -0.02 -0.8017
H -3.806 -2.147 0.815 0.01 0.00 0.02 0.4224
C -2.142 3.254 0.947 -0.08 -0.07 0.02 -0.7650
H -2.033 2.913 1.977 0.02 0.01 0.08 0.2348
H -6.812 0.974 -1.575 -0.01 0.00 0.01 0.4044
H -1.237 1.220 5.140 -0.01 -0.01 0.01 0.4734
H -1.765 0.336 -3.460 -0.04 0.00 0.01 0.3454
H -7.759 -0.786 -0.125 0.00 0.00 0.00 0.3907
H -0.517 5.954 1.110 -0.01 0.01 -0.01 0.3905
C 4.383 1.543 -0.570 -0.02 -0.08 0.00 -0.8808
Si -0.500 3.672 0.157 -0.05 -0.01 0.10 0.8271
H -6.266 -2.347 1.074 0.00 0.00 0.00 0.4394
H 3.797 3.009 2.256 0.01 -0.01 -0.01 0.2910
C -1.892 -2.744 -2.045 -0.02 -0.03 -0.03 -0.0653
H 2.695 3.621 -2.457 0.01 -0.03 0.01 0.3136
Si 3.134 2.856 -0.127 0.07 0.02 0.11 0.3757
C -1.675 -3.519 -3.173 0.03 0.00 0.04 -0.7828
Ru 0.459 -0.420 0.449 -0.94 0.00 -0.30 -0.2839
C -1.428 -1.968 3.963 -0.05 0.10 0.16 0.8224
H 1.126 5.517 0.643 0.04 0.02 -0.03 0.2483
H 1.548 -1.270 -3.887 0.01 0.01 0.00 0.3621
C -0.592 0.554 3.198 -0.12 -0.04 0.12 -0.8155
C 2.374 -1.552 -3.245 -0.01 0.03 0.07 -1.1690
C 3.049 4.087 -1.536 -0.04 -0.01 -0.03 -1.1070
N 4.215 -1.784 1.285 0.05 -0.04 0.02 -0.0377
H 4.724 4.144 1.265 0.01 0.01 0.00 0.3625
C 3.730 3.720 1.429 0.00 0.01 0.01 -1.1082
H 5.260 -2.577 -0.916 -0.01 -0.01 0.00 0.2748
C -3.963 -0.493 -0.545 0.03 0.08 -0.07 0.2695
H -1.324 -3.523 -5.287 0.00 0.00 0.00 0.3837
H -1.613 -4.595 -3.076 -0.01 0.00 0.00 0.4348
C -0.738 4.122 -1.637 0.03 0.01 -0.08 -0.9268
C -0.862 -1.694 2.702 0.10 0.05 -0.15 -0.1038
S -2.192 -0.345 -0.736 0.92 0.23 -0.18 0.2867
As 1.040 1.901 0.327 -0.07 -0.13 -0.07 0.6536
H 1.933 -0.612 3.240 -0.02 0.05 0.02 0.5100
H -2.667 2.481 0.384 0.08 0.11 0.05 -0.0895
H 4.483 -1.616 3.414 0.00 0.00 0.01 0.4671
C -6.154 0.287 -1.059 -0.02 0.01 -0.01 -0.7776
C -1.811 -3.300 4.252 0.01 0.02 -0.05 -0.1461
O -1.865 1.054 -1.158 -0.48 -0.13 -0.17 -0.5434
H 4.057 4.469 -1.716 0.01 0.03 -0.02 0.3838
H -2.762 4.154 0.965 -0.01 0.04 0.01 0.4794
C -1.618 -4.284 3.317 0.02 0.01 -0.01 -0.3432
I -0.761 -5.540 0.701 0.02 -0.05 -0.06 -0.0237
H 5.478 -2.919 -3.310 0.00 -0.01 0.00 0.3996
C 3.279 -1.713 -1.003 -0.15 0.10 -0.06 1.0105
H -1.098 3.257 -2.194 -0.03 -0.02 0.02 0.0923

---

Copy entry 1 word for word.
13
Properties=species:S:1:pos:R:3:forces:R:3:mulliken_charge:R:1 method="wB97M-V/def2-TZVPD" total_charge=+1 spin_multiplicity=3 homo_energy_ev="-9.473 / -15.780" relative_energy_kj_mol=39.62
C 1.935 0.720 -0.727 1.93 1.69 -4.89 -0.4790
H -2.506 -1.239 0.053 0.08 -0.81 -0.05 0.2300
C -1.227 0.845 0.194 -0.71 2.71 -1.00 -0.6949
H 1.518 0.795 -1.736 -0.11 -0.35 0.46 0.2505
H -1.197 1.609 0.954 -0.45 0.05 0.73 0.5054
N 1.219 0.336 0.243 -4.82 -2.42 3.93 -0.0942
H -0.502 -0.748 -0.658 1.59 -0.50 0.18 0.4230
H -0.316 -0.796 1.091 0.26 -0.48 0.63 0.3518
Se -3.144 0.060 -0.003 0.42 0.81 0.34 0.3286
C -0.154 -0.176 0.235 -0.17 -0.61 -1.77 -0.7621
H -1.247 1.462 -0.751 0.27 -0.68 0.57 0.3961
H 1.539 0.172 1.174 1.03 0.44 0.24 0.2329
H 2.836 1.269 -0.626 0.68 0.16 0.63 0.3120